ORCA calculation (ωB97M-V/def2-TZVPD) on 2 unconnected molecules or ions with the total composition C4H8BrClN in a non-equilibrium geometry.

Computed properties:
2S+1: 1
Energy relative to the best compared isomer or geometry (same formula, charge and spin), kcal per mole: 52.8
LUMO, eV: -6.34
Total charge: +1
E_HOMO, eV: -14.7

Geometry (Å):
C -0.86 1.46 0.86
C -0.31 2.71 0.80
C 1.67 -0.45 0.05
C -1.33 0.89 -0.31
N -1.83 -0.38 -0.17
Cl 0.74 3.40 1.94
Br -0.81 1.19 -2.18
H -0.90 0.76 1.77
H -0.57 3.38 0.00
H 1.23 0.47 0.11
H 2.37 -0.76 -0.55
H 0.95 -1.35 0.23
H -2.54 -0.84 -0.85
H -1.62 -0.96 0.55
H 2.04 -0.54 1.01